[1]
{
  "formula": "C15H25Cl2CuO10",
  "method": "wB97M-V/def2-TZVPD",
  "spin_multiplicity": 2,
  "relative_energy_kj_mol": 159.59,
  "total_charge": 1,
  "homo_lumo_gap_ev": [6.04, 5.00],
  "total_energy_ev": -106108.1835,
  "species": ["Cu", "Cl", "Cl", "O", "O", "O", "O", "O", "O", "O", "O", "O", "O", "C", "C", "C", "C", "C", "C", "C", "C", "C", "C", "C", "C", "C", "C", "C", "H", "H", "H", "H", "H", "H", "H", "H", "H", "H", "H", "H", "H", "H", "H", "H", "H", "H", "H", "H", "H", "H", "H", "H", "H"],
  "xyz": [[19.22910, -0.68974, -7.82007], [23.54167, -6.05006, -7.98094], [21.12336, -7.75140, -6.90383], [19.56965, -0.81494, -13.45320], [15.38551, -3.35861, -14.15391], [14.81460, -2.05104, -12.47703], [25.48854, -2.85695, -13.42006], [21.60950, -1.18532, -12.73344], [23.60313, -3.95589, -13.01369], [19.59146, -2.59674, -8.73881], [20.67537, -2.44368, -14.43998], [13.46883, -3.77161, -13.06541], [24.78912, -3.34325, -11.29415], [22.10356, -5.56355, -12.16499], [22.82325, -4.24914, -11.87665], [22.08095, -5.25483, -7.49316], [19.82304, 0.22739, -12.49629], [16.06020, -1.52314, -12.84726], [23.88680, -4.28329, -10.74993], [20.84087, -6.12852, -7.59623], [16.47070, -2.44818, -14.00380], [24.68625, -3.26725, -12.64758], [20.97727, -0.40440, -11.71312], [22.08203, 0.57760, -11.30127], [19.28305, -3.34429, -9.87820], [14.48414, -3.17556, -13.19321], [20.62756, -1.60334, -13.60496], [16.78687, -1.72484, -15.30801], [22.22069, -4.98721, -6.44358], [16.03075, -0.48709, -13.18540], [20.69067, -0.95780, -10.81312], [20.65775, -6.31584, -8.65845], [23.44025, -3.82683, -9.86849], [22.71609, 0.92792, -12.11750], [18.47448, -2.77969, -10.34608], [21.36453, -5.79484, -11.39684], [16.71232, -1.72745, -11.99188], [24.11998, -5.33482, -10.58526], [17.50807, -0.92640, -15.13740], [15.86917, -1.18591, -15.56636], [22.18339, -3.40374, -11.59412], [22.85878, -6.31473, -12.37832], [19.93605, -5.63583, -7.24476], [17.07078, -2.33981, -16.15609], [20.18490, -3.32763, -10.51348], [21.64460, 1.52393, -10.96563], [21.50532, -5.38073, -13.06054], [22.00280, -4.32485, -8.05943], [18.85682, 0.18904, -11.98615], [19.08923, -4.40470, -9.71119], [22.78793, 0.18804, -10.56897], [17.32472, -3.01611, -13.62680], [19.99026, 1.23146, -12.88086]],
  "forces_ev_per_a": [[0.16, -0.87, -0.46], [0.74, -0.48, -0.38], [-0.48, 0.54, 0.23], [-0.76, 1.08, -0.36], [0.51, -0.27, -0.24], [-1.06, 0.05, 0.68], [-0.21, 0.69, 0.72], [-0.88, -1.63, 0.08], [-1.02, 0.35, -0.53], [0.20, -0.21, 0.42], [0.53, -0.22, 0.67], [0.34, -0.18, 0.39], [1.62, 0.33, 0.65], [-0.45, 1.50, -0.33], [-0.03, -1.00, 0.93], [-0.61, 0.45, 1.36], [-1.24, -1.55, 0.96], [0.16, -1.18, -0.48], [-2.34, 0.57, -1.20], [0.40, -0.37, -1.53], [1.45, -0.07, -0.33], [0.90, -1.39, -0.46], [2.12, 2.10, -0.59], [-0.19, 0.97, 0.18], [-0.48, 1.36, 0.38], [-0.83, 1.14, -0.45], [0.74, 0.19, -0.88], [-1.00, 0.58, 0.47], [0.02, 0.10, -0.06], [-0.27, 0.08, 0.45], [-0.30, -0.51, -0.37], [0.02, -0.11, 0.00], [0.37, -0.28, 0.31], [-0.30, -0.51, -0.44], [0.00, -0.59, -0.69], [0.40, -0.43, 0.29], [0.26, 0.73, -0.09], [1.33, 0.35, 0.06], [0.34, -0.30, 0.04], [-0.06, -0.13, -0.26], [-0.41, 0.01, -0.70], [-0.27, -0.33, 0.26], [0.16, -0.15, 0.65], [0.13, -0.22, 0.23], [0.14, 0.21, -0.15], [-0.06, -0.19, 0.54], [0.14, -0.25, -0.16], [-0.30, -0.10, -0.09], [0.30, 0.72, 0.60], [-0.05, 0.04, 0.48], [-0.29, -0.11, 0.19], [0.10, -0.23, -0.49], [0.31, -0.26, -0.51]],
  "lowdin_spin": [0.0149, 0.0000, 0.0000, 0.0000, 0.0000, 0.0000, 0.0001, 0.0004, 0.0011, 0.7866, 0.0000, 0.0000, 0.0000, 0.0002, 0.0021, -0.0001, 0.0000, 0.0001, 0.0004, 0.0000, 0.0000, 0.0000, -0.0003, 0.0000, 0.1057, 0.0000, 0.0001, 0.0000, 0.0000, 0.0000, -0.0002, 0.0001, 0.0000, 0.0000, 0.0087, 0.0002, 0.0001, 0.0001, 0.0000, 0.0000, 0.0018, 0.0000, -0.0001, 0.0000, 0.0609, 0.0000, 0.0000, -0.0002, 0.0000, 0.0174, 0.0000, 0.0000, 0.0000]
}

[2]
{
  "formula": "C15H25Cl2NO2PTi",
  "method": "wB97M-V/def2-TZVPD",
  "spin_multiplicity": 2,
  "total_charge": 2,
  "homo_lumo_gap_ev": [7.35, 6.18],
  "total_energy_ev": -78979.9879,
  "species": ["Ti", "Cl", "Cl", "P", "O", "O", "N", "C", "C", "C", "C", "C", "C", "C", "C", "C", "C", "C", "C", "C", "C", "C", "H", "H", "H", "H", "H", "H", "H", "H", "H", "H", "H", "H", "H", "H", "H", "H", "H", "H", "H", "H", "H", "H", "H", "H", "H"],
  "xyz": [[0.54035, 0.36210, -0.68869], [0.85007, 2.32025, 0.42369], [2.58851, -0.19367, -1.23026], [0.03965, 1.72700, -2.74315], [-3.05224, 0.41955, -2.52998], [-2.20834, 0.84846, 0.39332], [1.09437, 0.02908, 3.54839], [-2.38122, -0.29056, -1.77393], [-0.23579, 0.87809, -4.32604], [-0.60560, -2.45271, 2.62408], [-0.19605, -0.02053, 2.72238], [-1.70441, 0.40753, -0.61722], [-1.28454, 2.96315, -2.62507], [-0.22393, -1.28718, 1.94215], [1.20479, 1.29777, 4.31915], [2.33707, -0.23061, 2.76763], [0.18419, -1.35659, 0.60772], [1.52476, 2.71045, -3.11880], [-0.48456, -3.69335, 1.99853], [-2.27620, -1.77152, -1.87463], [0.05025, -3.77640, 0.71126], [0.41016, -2.60440, 0.02680], [0.01085, 1.57151, -5.14453], [0.32911, 1.39437, 4.96816], [3.18190, -0.07721, 3.44836], [-1.31784, -2.07001, -2.33251], [1.66999, 3.49021, -2.36276], [-1.28327, 0.55625, -4.39577], [0.99251, -0.74678, 4.22062], [2.40770, 2.06071, -3.13044], [-2.25562, 2.44789, -2.60967], [-0.99897, -2.37664, 3.64211], [-3.08124, -2.12767, -2.52933], [-1.16362, 3.54091, -1.70014], [1.38995, 3.16510, -4.10905], [-1.00636, 0.03479, 3.46134], [-0.79559, -4.59928, 2.52541], [2.38838, 0.47606, 1.93246], [0.42440, 0.00095, -4.37500], [-2.37300, -2.24882, -0.89093], [-0.22314, 0.89400, 2.12096], [-1.22268, 3.63055, -3.49658], [2.11916, 1.25037, 4.91917], [2.33258, -1.26016, 2.40313], [1.25439, 2.13317, 3.61126], [0.18640, -4.75061, 0.23277], [0.86276, -2.67555, -0.96636]],
  "forces_ev_per_a": [[2.38, 0.85, 1.99], [-0.21, -1.05, -0.70], [-0.55, -0.01, -0.22], [-0.14, 0.78, -1.32], [2.10, -1.69, 2.09], [1.40, -1.10, -3.22], [-0.41, -0.39, 0.14], [-3.39, 0.96, -2.82], [-0.12, -0.43, 0.12], [0.29, 0.11, -0.28], [-0.05, 0.52, 0.46], [-1.40, 1.06, 3.83], [-0.21, -0.11, 0.28], [-0.65, -0.57, 0.18], [-0.03, 0.21, 0.20], [0.31, -0.04, -0.01], [0.13, 0.89, -0.80], [0.36, -0.09, 0.39], [-0.07, -0.15, -0.01], [0.04, -0.44, -0.05], [0.18, 0.11, -0.09], [-0.39, -0.42, 0.07], [-0.17, -0.27, 0.26], [0.20, 0.05, -0.15], [-0.16, -0.06, -0.27], [-0.19, 0.10, 0.24], [-0.01, -0.15, -0.17], [0.31, 0.06, -0.14], [0.18, 0.33, -0.19], [-0.16, 0.21, -0.07], [0.30, 0.38, -0.07], [0.13, -0.11, -0.27], [0.19, 0.23, 0.11], [-0.03, -0.04, -0.26], [-0.02, -0.07, 0.27], [0.17, -0.04, -0.19], [0.12, 0.31, -0.22], [0.02, -0.16, 0.27], [-0.17, 0.23, -0.19], [0.19, 0.14, -0.18], [0.07, -0.33, 0.22], [-0.03, -0.19, 0.24], [-0.27, 0.11, -0.10], [0.00, 0.24, 0.03], [0.00, -0.23, 0.20], [-0.01, 0.36, 0.22], [-0.24, -0.10, 0.21]],
  "lowdin_spin": [0.1485, -0.0082, 0.0248, -0.0019, 0.1022, 0.3730, 0.0009, 0.0837, -0.0012, -0.0009, 0.0011, 0.2474, -0.0004, 0.0043, 0.0000, 0.0001, -0.0064, 0.0023, 0.0079, 0.0162, -0.0018, 0.0053, -0.0002, 0.0000, 0.0000, 0.0022, 0.0000, 0.0001, 0.0000, 0.0000, 0.0002, -0.0002, 0.0011, 0.0000, 0.0003, 0.0001, 0.0004, 0.0000, 0.0000, -0.0005, 0.0001, -0.0003, 0.0000, 0.0001, 0.0000, -0.0003, 0.0002]
}

[3]
{
  "formula": "C15H25ClF9N4O2S",
  "method": "wB97M-V/def2-TZVPD",
  "relative_energy_kj_mol": 0.00,
  "total_charge": 1,
  "homo_lumo_gap_ev": 10.43,
  "total_energy_ev": -73823.5071,
  "species": ["Cl", "S", "F", "F", "F", "F", "F", "F", "F", "F", "F", "O", "O", "N", "N", "N", "N", "C", "C", "C", "C", "C", "C", "C", "C", "C", "C", "C", "C", "C", "C", "C", "H", "H", "H", "H", "H", "H", "H", "H", "H", "H", "H", "H", "H", "H", "H", "H", "H", "H", "H", "H", "H", "H", "H", "H", "H"],
  "xyz": [[-4.13968, 0.44084, 2.18242], [-0.05445, -4.74530, -1.66657], [0.02870, -5.97255, -2.63663], [3.12159, -2.67328, -3.18461], [0.56239, -2.46026, -2.80999], [-1.05457, -5.53075, -0.75332], [-1.28642, -4.16047, -2.47252], [3.18940, -4.72046, -2.45055], [1.15417, -5.33381, -0.81168], [1.12562, -4.21330, -3.96219], [-0.14972, -3.50411, -0.62348], [3.20013, 3.04007, -1.39767], [-2.72879, 2.40766, 3.08985], [-6.51727, -1.60622, 7.23502], [0.64927, 1.39605, 0.01058], [-1.21424, 0.12013, 0.45447], [-1.37566, 2.43885, 0.47056], [1.57334, 0.28346, 0.33118], [2.05104, 3.56366, -2.06310], [-0.65092, 1.33391, 0.30267], [-0.71011, 3.75809, 0.43473], [1.30313, 4.42878, -1.03947], [3.05438, -1.49131, -0.74081], [1.11781, -3.68716, -2.74111], [-5.62645, -1.48213, 6.52341], [-3.12444, 1.87714, 2.12065], [1.73425, -0.70373, -0.82623], [2.90050, -3.00557, -0.86458], [-2.81200, 2.36188, 0.70106], [-4.49908, -1.32701, 5.61400], [-0.21534, 4.18058, -0.96738], [2.59947, -3.52285, -2.26149], [-4.84306, -1.39152, 4.58360], [-2.21348, 0.04361, 0.31824], [-3.33131, 1.77099, -0.05464], [1.75810, 4.21452, -0.06407], [2.34133, 4.15466, -2.93550], [-0.71822, -0.63467, -0.00189], [-1.42511, 4.46870, 0.84242], [1.50993, 5.48104, -1.23563], [-3.76424, -2.11129, 5.78735], [2.52422, 0.75794, 0.57351], [0.91160, -1.42690, -0.80649], [3.52255, -1.31285, 0.23311], [-4.02444, -0.35888, 5.76641], [-0.76889, 5.06877, -1.27364], [-0.48692, 3.39561, -1.68058], [0.11909, 3.72857, 1.14997], [3.84034, -3.49111, -0.58948], [2.15205, -3.36047, -0.15523], [-3.18926, 3.38279, 0.64186], [1.21327, -0.22405, 1.23124], [3.76079, 2.58648, -2.03689], [3.75893, -1.12285, -1.48713], [1.06684, 2.30335, 0.16529], [1.66477, -0.14919, -1.76478], [1.41508, 2.73592, -2.40426]],
  "forces_ev_per_a": [[-0.18, -0.10, -0.06], [0.15, -0.01, 0.09], [0.07, 0.01, -0.03], [0.13, 0.07, -0.17], [0.01, -0.20, -0.11], [-0.01, 0.01, 0.07], [0.01, 0.05, -0.03], [0.04, -0.16, 0.00], [-0.14, 0.05, -0.10], [-0.06, 0.12, 0.14], [-0.08, -0.12, -0.05], [-0.06, -0.13, -0.02], [0.28, 0.22, 0.46], [0.02, 0.01, -0.02], [0.15, 0.25, 0.82], [-0.17, -0.18, -0.60], [0.04, 0.21, -0.13], [0.00, -0.05, -0.23], [-0.01, -0.03, 0.10], [-0.09, -0.15, -0.04], [-0.01, -0.05, 0.10], [0.03, -0.03, -0.07], [0.03, 0.08, 0.13], [0.02, 0.07, 0.00], [-0.05, -0.02, 0.04], [-0.08, -0.09, -0.39], [-0.05, -0.03, 0.15], [0.01, 0.01, 0.22], [0.04, 0.12, -0.06], [0.09, 0.01, -0.05], [-0.10, -0.05, -0.04], [-0.23, -0.09, -0.04], [-0.03, -0.01, 0.01], [0.01, -0.01, 0.27], [0.10, -0.02, 0.02], [0.04, 0.10, -0.09], [0.00, -0.06, 0.02], [0.02, -0.07, 0.19], [0.03, -0.03, -0.02], [-0.01, -0.05, 0.09], [-0.02, -0.01, 0.03], [-0.03, -0.03, -0.10], [0.06, 0.26, -0.07], [-0.05, -0.01, -0.06], [-0.01, 0.00, 0.01], [0.06, -0.04, 0.00], [-0.04, 0.08, 0.05], [-0.09, 0.07, -0.01], [-0.04, 0.05, -0.06], [0.12, -0.01, -0.10], [-0.12, -0.11, -0.03], [0.11, 0.04, -0.01], [0.01, 0.10, 0.01], [-0.02, -0.02, 0.07], [0.08, -0.02, -0.33], [0.00, -0.11, 0.02], [0.00, 0.09, -0.02]],
  "lowdin_charge": [0.7344, 0.7883, -0.1004, 0.1221, 0.1025, -0.0960, -0.1220, 0.1290, -0.1284, 0.1555, -0.1760, -0.0755, 0.1134, 0.1351, 0.1290, 0.2431, -0.0287, -0.1345, -0.2532, -0.3369, -0.1065, -0.1678, -0.1547, -0.4237, -0.2829, -0.7862, -0.1738, -0.0734, -0.1129, -0.0854, -0.1493, -0.4608, 0.0498, 0.0849, 0.1214, 0.1073, 0.1239, 0.1067, 0.1311, 0.1214, 0.0827, 0.1314, 0.0722, 0.1216, 0.0782, 0.1174, 0.1123, 0.1312, 0.1443, 0.1135, 0.1448, 0.1353, 0.0950, 0.1206, 0.1040, 0.1234, 0.1022]
}

[4]
{
  "formula": "C15H25ClINO2PRh",
  "method": "wB97M-V/def2-TZVPD",
  "spin_multiplicity": 5,
  "relative_energy_kj_mol": 0.00,
  "total_charge": 2,
  "homo_lumo_gap_ev": [7.01, 5.42],
  "total_energy_ev": -54446.9007,
  "species": ["I", "Rh", "Cl", "P", "O", "O", "N", "C", "C", "C", "C", "C", "C", "C", "C", "C", "C", "C", "C", "C", "C", "C", "H", "H", "H", "H", "H", "H", "H", "H", "H", "H", "H", "H", "H", "H", "H", "H", "H", "H", "H", "H", "H", "H", "H", "H", "H"],
  "xyz": [[-0.46882, -3.52563, -0.33503], [0.46338, -1.08340, -0.59452], [-1.56088, -0.96440, 0.91519], [-0.98744, -0.50967, -2.33348], [2.02896, -1.57866, -2.26662], [2.44738, 1.05253, -1.76856], [-1.44300, 1.68953, 1.97641], [1.29616, -0.15215, 1.24884], [-2.77990, -0.54888, -2.04130], [2.86845, -0.45809, 3.02646], [-0.79742, 1.11614, -3.12696], [-2.60001, 2.41150, 1.38314], [-0.69620, -1.70706, -3.67527], [1.68443, 1.61428, 2.82282], [-1.37984, 1.94435, 3.43881], [2.19984, -0.96954, 1.89884], [2.63866, 0.84873, 3.47668], [1.60879, 0.35641, -1.37268], [2.52340, -3.94350, -1.81560], [-0.14306, 1.94825, 1.22700], [0.95205, 1.08953, 1.76835], [1.84075, -2.64010, -1.71764], [2.69606, -4.29554, -0.78647], [-1.08020, 2.98559, 3.61189], [-3.26293, -0.69397, -3.02417], [-2.40163, 3.49001, 1.40185], [-2.75737, 2.06594, 0.35336], [-1.26601, -1.37530, -4.55910], [3.58368, -1.08493, 3.55840], [-1.30225, 1.88862, -2.52261], [-1.03824, -2.70113, -3.35046], [-3.47750, 2.17457, 1.99606], [-0.31986, 1.74927, 0.16967], [-2.38749, 1.77675, 3.83886], [3.17360, 1.27355, 4.32654], [1.85417, -4.65778, -2.33009], [0.11063, 3.00268, 1.40252], [2.36734, -1.97319, 1.52737], [-3.12198, 0.41048, -1.61788], [-0.67962, 1.25141, 3.91689], [1.46966, 2.65194, 3.13760], [0.37675, -1.75181, -3.91719], [-3.07643, -1.36044, -1.35942], [-1.62439, 0.64962, 1.82690], [3.49051, -3.91140, -2.36451], [-1.28304, 1.05462, -4.11552], [0.26086, 1.39028, -3.25538]],
  "forces_ev_per_a": [[-1.56, -1.17, 1.12], [0.33, 2.69, 0.33], [-0.35, -0.99, -0.15], [-0.68, -0.23, -0.84], [1.19, -2.01, -0.91], [-3.21, -2.41, 1.25], [-0.08, -0.47, -0.28], [-0.22, -0.36, 0.13], [-0.30, -0.19, 0.15], [0.07, 0.06, 0.19], [0.26, 0.20, 0.05], [-0.07, 0.09, -0.08], [0.03, 0.03, -0.13], [0.14, 0.32, 0.55], [-0.04, 0.04, 0.32], [0.11, 0.42, 0.08], [0.01, -0.35, -0.26], [2.71, 3.12, 0.22], [0.70, -0.47, -0.31], [-0.19, 0.31, 0.45], [0.09, 0.27, -0.76], [1.14, 0.77, -0.70], [-0.11, -0.07, -0.34], [-0.08, -0.28, -0.01], [0.17, 0.09, 0.37], [-0.10, -0.28, -0.01], [0.09, 0.12, 0.31], [0.21, -0.25, 0.27], [-0.17, 0.10, -0.19], [0.24, -0.27, -0.25], [0.06, 0.32, -0.20], [0.16, 0.16, -0.32], [-0.23, 0.15, 0.08], [0.35, 0.07, -0.04], [-0.04, -0.29, -0.27], [0.19, 0.20, 0.27], [-0.23, -0.20, -0.29], [0.30, -0.04, 0.23], [0.19, -0.43, -0.13], [-0.17, 0.25, -0.19], [0.22, -0.70, -0.07], [-0.52, 0.06, -0.07], [0.12, 0.30, -0.34], [0.19, 1.08, 0.27], [-0.62, 0.19, 0.24], [0.16, 0.13, 0.37], [-0.46, -0.05, -0.12]],
  "lowdin_spin": [0.9569, 1.1681, 0.2941, 0.0897, 0.3804, -0.0073, 0.0140, 0.2421, 0.0096, 0.0210, 0.0109, 0.0012, 0.0272, 0.0094, 0.0010, 0.0535, -0.0080, 0.0185, 0.1249, 0.0034, 0.0206, 0.4998, 0.0039, 0.0005, 0.0027, 0.0001, 0.0005, 0.0054, 0.0028, -0.0001, 0.0012, 0.0002, 0.0003, 0.0001, 0.0001, 0.0068, -0.0001, 0.0105, -0.0001, 0.0002, 0.0016, 0.0009, 0.0007, 0.0078, 0.0189, 0.0035, 0.0007]
}